{
  "formula": "C30H28BrMoN6O3S4Sb",
  "method": "ωB97M-V/def2-TZVPD",
  "symbols": ["Sb", "Mo", "Br", "S", "S", "S", "S", "O", "O", "O", "N", "N", "N", "N", "N", "N", "C", "C", "C", "C", "C", "C", "C", "C", "C", "C", "C", "C", "C", "C", "C", "C", "C", "C", "C", "C", "C", "C", "C", "C", "C", "C", "C", "C", "C", "C", "H", "H", "H", "H", "H", "H", "H", "H", "H", "H", "H", "H", "H", "H", "H", "H", "H", "H", "H", "H", "H", "H", "H", "H", "H", "H", "H", "H"],
  "xyz": [[4.2386, -3.3309, 0.9381], [0.7342, -0.2149, 0.0189], [1.1368, 2.4181, -0.5798], [2.9665, -4.6020, -0.6192], [1.8229, -2.2193, 0.7030], [1.0785, -2.1372, 2.4981], [4.1083, -3.4161, 3.2594], [-3.0884, 2.3105, 2.0501], [-1.0313, 0.9825, 1.2430], [3.0297, -0.1683, -0.6071], [-2.6487, -2.2754, -1.1938], [3.2174, 0.7114, 1.4511], [-1.5855, -1.5841, -1.3342], [-3.0860, -2.1327, 0.0862], [1.8852, 0.7149, 1.5247], [-1.3031, -0.8985, -0.1432], [-5.5959, -2.2753, -0.0017], [5.9151, 0.4437, 1.3076], [-4.3129, -2.7255, 0.6059], [1.6700, -1.4102, -2.7178], [-1.1012, 2.3005, 5.0897], [1.7584, -1.3189, -4.0973], [-2.0687, 2.1581, 2.9215], [-2.2738, -1.2393, 0.7279], [1.0700, -0.3575, -4.8253], [-0.0322, 1.8377, -1.9858], [0.3865, 0.6815, -2.6849], [7.2152, 0.0043, 1.3415], [-5.8861, -0.7650, 0.1493], [0.9997, -0.4291, -2.0059], [7.8360, -0.3269, 0.1481], [-5.7918, -2.7790, -1.4609], [0.1403, 1.8496, 4.6008], [1.4692, 0.8611, 2.8210], [-0.8985, 1.4819, 2.4037], [-2.2214, 2.4647, 4.2540], [-0.5242, 1.6246, -4.7170], [0.2511, 1.3994, 3.2723], [-3.0924, 3.3486, 1.0492], [5.1990, 0.3320, 0.1251], [3.7368, 0.3804, 0.2602], [7.1923, -0.2027, -1.1009], [-1.1657, 2.5831, -3.9799], [-0.9384, 2.7113, -2.5831], [5.8282, 0.0826, -1.1302], [0.3057, 0.6154, -4.1336], [1.0376, 1.7268, 5.2723], [-1.8744, 3.2230, -4.4781], [7.7684, -0.1350, 2.2903], [-3.1151, 4.3510, 1.5388], [-2.4301, -0.8442, 1.7164], [7.7921, -0.3682, -1.9770], [5.2386, 0.0489, -2.0401], [-6.3851, -2.7961, 0.5763], [-4.2265, -3.8400, 0.4765], [-4.0646, 3.2124, 0.4951], [-6.6890, -2.2520, -1.8452], [-6.0098, -3.8620, -1.5534], [-5.3981, -0.3465, 1.0121], [-0.6600, 1.6470, -5.7838], [-4.9390, -2.5189, -2.0965], [-2.2550, 3.3359, 0.3530], [2.1820, -2.2255, -2.1829], [2.2585, 0.6368, 3.5245], [-3.1537, 2.9405, 4.5610], [8.8832, -0.6287, 0.1582], [2.3679, -2.0648, -4.5593], [5.4232, 0.8811, 2.1916], [1.1103, -0.3145, -5.9099], [-1.2016, 2.5321, 6.1267], [-1.4157, 3.5471, -2.0757], [-5.5216, -0.1900, -0.6966], [-6.9703, -0.6265, 0.2665], [-4.2980, -2.5591, 1.6906]],
  "multiplicity": 3,
  "e_tot_ha": -6189.35332,
  "charge": -2,
  "relative_energy_kj_mol": 192.1
}


{
  "formula": "C30H28Cl3GeN3O4PSV",
  "method": "ωB97M-V/def2-TZVPD",
  "symbols": ["Ge", "V", "Cl", "Cl", "Cl", "S", "P", "O", "O", "O", "O", "N", "N", "N", "C", "C", "C", "C", "C", "C", "C", "C", "C", "C", "C", "C", "C", "C", "C", "C", "C", "C", "C", "C", "C", "C", "C", "C", "C", "C", "C", "C", "C", "C", "H", "H", "H", "H", "H", "H", "H", "H", "H", "H", "H", "H", "H", "H", "H", "H", "H", "H", "H", "H", "H", "H", "H", "H", "H", "H", "H", "H"],
  "xyz": [[2.1185, -2.0531, -1.3272], [0.4009, 0.1539, -1.4519], [-0.0453, -2.8848, -1.4025], [3.2544, -4.1262, -1.2490], [2.1716, -1.8424, -3.5814], [-2.5027, 0.4138, -4.8905], [-0.7770, -0.5825, 0.7837], [1.1391, 0.2222, 0.6917], [-1.0164, 1.4103, -1.0148], [0.3041, 3.1084, -0.4318], [2.1527, 0.7204, -1.8532], [0.1583, 0.4074, -3.2076], [-0.8743, -0.2931, -2.8944], [-2.9062, -1.3186, -2.9564], [-1.8027, 3.2946, 1.7544], [-2.7112, -2.7429, 1.2142], [-0.0784, -1.4882, 2.2354], [-4.9537, -2.6729, 0.3572], [0.7324, -1.5641, 4.5147], [-2.3443, 0.7536, 2.7227], [-2.4676, -1.4453, 0.7723], [2.6973, 1.2447, -2.9023], [-2.8968, 1.8650, 3.3344], [1.0896, -3.4328, 3.0774], [3.4982, 0.7178, 0.8905], [4.0636, 1.5891, -2.8702], [1.9924, 1.4736, -4.1286], [3.9863, 2.4364, -5.1167], [0.4474, -2.7657, 2.0485], [0.1129, -0.8882, 3.4778], [-0.5473, 2.2652, -0.1930], [2.1269, 0.6643, 1.5739], [-2.0469, -0.4011, -3.4909], [2.6561, 2.0733, -5.2006], [-1.5094, 0.8951, 1.6188], [0.6486, 0.9845, -4.2465], [-1.2724, 2.1773, 1.1267], [1.8109, 2.0381, 2.1913], [4.6891, 2.1750, -3.9479], [1.2187, -2.8447, 4.3254], [-2.6127, 3.1380, 2.8652], [-3.9354, -3.3517, 1.0029], [-3.4938, -0.7899, 0.0891], [-4.7273, -1.3842, -0.1026], [-3.0435, 4.0033, 3.3536], [-5.9154, -3.1457, 0.2033], [-3.3071, 0.2048, -0.3036], [4.6230, 1.3681, -1.9702], [5.7403, 2.4261, -3.8746], [0.3687, -3.2393, 1.0786], [2.1100, 2.2334, -6.1221], [2.6003, 2.3198, 2.8904], [0.1074, 1.0280, -5.1906], [-3.8773, -1.2336, -3.2090], [-0.2168, 0.1256, 3.6509], [1.7357, 2.7829, 1.4014], [1.5037, -4.4148, 2.8991], [2.1936, -0.0705, 2.4068], [-4.0931, -4.3696, 1.3371], [4.2450, 1.1319, 1.5684], [1.7208, -3.3636, 5.1327], [-1.5962, 4.2782, 1.3544], [-5.5125, -0.8484, -0.6230], [-2.6808, -1.6810, -2.0405], [0.8543, -1.0731, 5.4725], [-2.5877, -0.2352, 3.0886], [0.8633, 2.0103, 2.7295], [-1.9356, -3.2881, 1.7322], [3.8024, -0.2867, 0.5924], [4.4866, 2.9005, -5.9568], [3.4199, 1.3461, 0.0078], [-3.5573, 1.7406, 4.1827]],
  "multiplicity": 3,
  "e_tot_ha": -6766.52194,
  "charge": -2,
  "relative_energy_kj_mol": 304.7
}


{
  "formula": "C30H28ClIMoN8O5PS",
  "method": "ωB97M-V/def2-TZVPD",
  "symbols": ["I", "Mo", "Cl", "S", "P", "O", "O", "O", "O", "O", "N", "N", "N", "N", "N", "N", "N", "N", "C", "C", "C", "C", "C", "C", "C", "C", "C", "C", "C", "C", "C", "C", "C", "C", "C", "C", "C", "C", "C", "C", "C", "C", "C", "C", "C", "C", "C", "C", "H", "H", "H", "H", "H", "H", "H", "H", "H", "H", "H", "H", "H", "H", "H", "H", "H", "H", "H", "H", "H", "H", "H", "H", "H", "H", "H", "H"],
  "xyz": [[-0.0686, 4.6330, -1.4745], [-0.5662, 0.5236, -0.6890], [5.4601, 4.8671, -2.5272], [-0.0639, -2.2713, 0.6591], [-2.1974, 2.2313, 2.0943], [0.7653, -1.8540, 1.8043], [-1.4098, -0.3249, -2.1985], [-4.3893, -0.1358, 0.0769], [-1.2070, -2.0213, -3.6733], [0.7470, 1.4448, -1.7085], [-3.1321, -0.3842, 2.5826], [-2.2353, 1.9270, -0.7130], [-3.8335, 3.2147, 0.0258], [-1.6125, -0.0874, 0.8351], [0.4280, 2.9782, 2.7548], [0.3593, -1.1806, -0.6259], [0.3245, 1.7643, 0.9353], [3.1055, 0.2963, -2.1425], [-3.0716, -0.3049, 4.0380], [1.6931, -7.9082, -0.6889], [1.7243, 3.6363, -1.8353], [-4.4008, -1.2044, 0.6764], [-2.7397, 2.5075, 0.3691], [-3.8388, -1.3845, 1.9847], [-4.0317, 3.0611, -1.3227], [4.2108, 2.4457, -2.3345], [-4.7248, 3.9536, 0.9118], [-2.2375, 0.3627, 1.8159], [4.0769, 3.8581, -2.2819], [1.7186, 2.7578, 2.3463], [1.7876, 2.2681, -1.8799], [5.4332, 1.7775, -2.5709], [5.4587, 0.4165, -2.5824], [-0.7927, -1.4112, -2.7414], [-0.3913, 2.3500, 1.8880], [1.5783, -4.4464, 0.8591], [1.9452, -5.7512, 0.5761], [2.8691, 4.4341, -2.0404], [0.0340, 3.7169, 3.9493], [0.5161, -1.6854, -1.9910], [1.2807, -6.4910, -0.4014], [3.0614, 1.6528, -2.1336], [1.6429, 1.9990, 1.2199], [-3.0352, 2.2543, -1.7723], [-0.1664, -4.5981, -0.8085], [0.5308, -3.8745, 0.1500], [0.2235, -5.8988, -1.0869], [4.2576, -0.2849, -2.3569], [-2.7144, 0.6805, 4.3340], [-4.8824, -2.0925, 0.2403], [2.5626, 3.1475, 2.8870], [6.3309, 2.3560, -2.7384], [-0.3079, -6.4641, -1.8421], [-5.0418, 4.8669, 0.4151], [1.5272, -8.5432, 0.1827], [4.2562, -1.3702, -2.3556], [2.0827, -3.8643, 1.6187], [-4.8582, 3.5228, -1.8330], [-2.8389, 1.8850, -2.7636], [1.1308, -8.3249, -1.5225], [2.4428, 1.5984, 0.6222], [-4.1038, -2.2402, 2.5916], [1.2946, -1.0869, -2.4749], [0.8890, 4.2888, 4.2972], [-0.2798, 3.0339, 4.7366], [-4.0641, -0.4492, 4.4577], [-2.3894, -1.0558, 4.4409], [2.7838, 5.5108, -2.0088], [6.3764, -0.1262, -2.7605], [-5.5970, 3.3483, 1.1523], [-4.2006, 4.2112, 1.8274], [0.7879, -2.7338, -2.0530], [2.7605, -6.2072, 1.1252], [-1.0110, -4.1628, -1.3318], [2.7551, -7.9600, -0.9315], [-0.7770, 4.4017, 3.7154]],
  "multiplicity": 3,
  "e_tot_ha": -3539.70127,
  "charge": 1,
  "relative_energy_kj_mol": 335.5
}


{
  "formula": "C30H28F9N4O9TeY",
  "method": "ωB97M-V/def2-TZVPD",
  "symbols": ["Te", "Y", "F", "F", "F", "F", "F", "F", "F", "F", "F", "O", "O", "O", "O", "O", "O", "O", "O", "O", "N", "N", "N", "N", "C", "C", "C", "C", "C", "C", "C", "C", "C", "C", "C", "C", "C", "C", "C", "C", "C", "C", "C", "C", "C", "C", "C", "C", "C", "C", "C", "C", "C", "C", "H", "H", "H", "H", "H", "H", "H", "H", "H", "H", "H", "H", "H", "H", "H", "H", "H", "H", "H", "H", "H", "H", "H", "H", "H", "H", "H", "H"],
  "xyz": [[-1.6218, -3.0126, -1.4498], [0.2545, -0.1338, 0.6265], [-0.5333, 4.9528, 0.5535], [3.1089, 3.5194, 0.6893], [2.9577, 3.7375, -1.4483], [0.3820, 4.7453, -2.0798], [-0.9050, 2.9230, 1.2066], [-1.0901, 3.2607, -1.5386], [0.7856, 4.0188, 1.9801], [2.1841, 5.2859, -0.1426], [0.6961, 2.6710, -2.5950], [-1.2973, -1.4860, 1.5342], [4.7186, 0.7460, 2.1858], [1.1600, 1.8908, -0.1009], [-1.8333, -0.5298, -3.1132], [2.2027, 0.3623, 2.0356], [1.4626, -2.0509, 0.4735], [3.3537, -3.1006, -0.1177], [1.5537, -0.3564, -1.4810], [-1.3474, 0.1708, -0.9950], [-0.1524, 0.6254, 2.9859], [-3.5039, -0.4443, -1.5394], [-3.8770, -0.3859, -0.1778], [0.8289, 1.4389, 3.5453], [-4.3185, -1.4706, 4.3495], [-1.1465, 0.3932, 3.7566], [-2.0886, -0.5339, -1.7299], [2.9427, 3.0818, 4.3585], [0.0625, 3.7856, 0.8792], [0.2259, 3.4779, -1.6366], [-3.6220, -4.8477, -5.5824], [5.2819, 3.5940, 4.3411], [-4.2840, -2.4202, 3.3228], [1.9826, 1.2206, 2.9731], [-3.2611, -2.4317, 2.4014], [-3.9769, -5.3247, -4.3271], [2.5908, -2.0907, -2.7556], [-2.2176, -1.4688, 2.4309], [3.1382, 2.0260, 3.4724], [5.5047, 2.5506, 3.4639], [-2.2388, -0.5276, 3.5023], [4.4421, 1.7577, 3.0210], [-3.4172, -4.7706, -3.1837], [0.9456, 3.1924, -0.2736], [2.4910, -2.2401, -0.2609], [2.3138, 3.9471, -0.2832], [2.6554, -1.2792, -1.4698], [-2.4803, -3.7345, -3.2566], [-2.1270, -3.2727, -4.5264], [-3.2862, -0.5572, 4.4290], [3.9636, -0.5138, -1.3402], [3.9952, 3.8672, 4.7966], [-2.1470, 0.7156, -3.7313], [-2.6948, -3.8178, -5.6713], [1.8563, 0.5652, -1.4746], [-1.3916, 0.8964, -4.4974], [-3.2162, -3.1737, 1.6117], [-5.1211, -1.4652, 5.0763], [-2.4011, -3.4353, -6.6429], [6.1170, 4.2017, 4.6721], [-4.6985, -6.1293, -4.2342], [-5.0689, -3.1664, 3.2521], [3.8392, 0.2950, 2.0242], [-1.4009, -2.4762, -4.6095], [-3.2691, 0.1667, 5.2387], [4.1401, 0.0868, -2.2380], [1.9284, 3.2753, 4.6814], [-3.8588, -1.3115, 0.2469], [-3.7129, -5.1436, -2.2100], [-4.0598, -5.2735, -6.4778], [4.7835, -1.2179, -1.2104], [3.3308, -2.8895, -2.7207], [3.9385, 0.1525, -0.4754], [-3.9270, -1.2338, -2.0161], [-3.1371, 0.6718, -4.1948], [3.8159, 4.6903, 5.4772], [1.5955, -2.5263, -2.8581], [-2.1230, 1.5317, -3.0138], [6.4967, 2.3190, 3.0965], [-1.1428, 0.8868, 4.7323], [2.7826, -1.4441, -3.6163], [-4.8129, -0.0090, -0.1264]],
  "e_tot_ha": -3261.70225,
  "charge": -2,
  "relative_energy_kj_mol": 104.4
}


{
  "formula": "C30H28FeN5O4PS3",
  "method": "ωB97M-V/def2-TZVPD",
  "symbols": ["Fe", "S", "S", "S", "P", "O", "O", "O", "O", "N", "N", "N", "N", "N", "C", "C", "C", "C", "C", "C", "C", "C", "C", "C", "C", "C", "C", "C", "C", "C", "C", "C", "C", "C", "C", "C", "C", "C", "C", "C", "C", "C", "C", "C", "H", "H", "H", "H", "H", "H", "H", "H", "H", "H", "H", "H", "H", "H", "H", "H", "H", "H", "H", "H", "H", "H", "H", "H", "H", "H", "H", "H"],
  "xyz": [[0.3345, -0.0518, -2.2224], [0.3924, 2.3518, -3.8698], [2.4715, -0.5665, -1.3066], [-2.0755, 3.6641, -1.9760], [-1.6358, -3.4223, -0.4215], [-0.8772, 2.7007, -4.4376], [-0.8704, 0.0893, 1.3245], [-0.9106, -0.2665, -0.8647], [0.9907, 1.0594, -4.1680], [4.5396, 1.1577, -1.3173], [0.2889, 2.2307, -2.2265], [-0.4284, 2.7915, -0.1285], [2.6399, 1.8608, -0.2840], [4.3886, 6.5892, -4.5044], [5.6292, -1.0281, -1.6821], [1.5607, 3.5922, -4.1378], [3.8492, 4.2522, -4.3899], [-1.1874, -0.5918, 0.3736], [2.1881, -3.4351, 1.1685], [0.9231, -2.9984, 0.8000], [1.7372, -5.5872, 0.2043], [-2.3893, -2.1914, -2.7741], [-2.2291, -1.4672, -3.9443], [-0.9577, -1.2655, -4.4630], [3.2723, 0.9057, -0.9642], [-1.9929, -1.8775, 0.5540], [2.6002, -4.7248, 0.8667], [0.1443, -1.8413, -3.8211], [7.2582, 0.1724, -3.5968], [-0.5869, 2.8352, -1.4753], [-2.4467, 3.8867, -0.3455], [6.5829, -1.7708, -2.3629], [5.4799, 0.3162, -1.9889], [-0.0267, -2.5700, -2.6430], [2.9102, 3.2566, -4.2461], [0.0487, -3.8543, 0.1337], [0.4673, -5.1563, -0.1467], [3.4602, 5.6034, -4.4075], [-1.4480, 3.3495, 0.4860], [7.3941, -1.1797, -3.3192], [1.1538, 4.9267, -4.1761], [2.0929, 5.9210, -4.3087], [-1.2961, -2.7043, -2.0793], [6.2988, 0.9205, -2.9342], [4.1016, 7.5413, -4.6421], [1.1328, -1.7365, -4.2527], [3.0623, 2.7564, -0.0977], [-3.3565, 4.3725, -0.0299], [0.1013, 5.1751, -4.1303], [-1.9216, -2.1657, 1.6038], [-3.3860, -2.3254, -2.3682], [3.5850, -5.0636, 1.1602], [5.3423, 6.3673, -4.7245], [3.2056, 2.2149, -4.2404], [6.6969, -2.8208, -2.1296], [7.8944, 0.6464, -4.3317], [1.6666, 1.7356, -0.0473], [5.0238, -1.4906, -0.9197], [2.0460, -6.5987, -0.0241], [-3.0915, -1.0525, -4.4496], [-1.4819, 3.3782, 1.5658], [1.7816, 6.9564, -4.3574], [4.8794, 2.0900, -1.1303], [0.6335, -1.9854, 1.0514], [-0.2138, -5.8397, -0.6414], [-0.8120, -0.6871, -5.3625], [-3.0408, -1.6322, 0.3592], [6.1817, 1.9757, -3.1542], [2.8495, -2.7624, 1.6994], [4.8944, 3.9982, -4.5161], [0.8371, -2.9998, -2.1504], [8.1367, -1.7682, -3.8403]],
  "multiplicity": 6,
  "e_tot_ha": -4534.22461,
  "charge": 1,
  "relative_energy_kj_mol": 108.2
}


{
  "formula": "C30H28GeN2OSe2Yb",
  "method": "ωB97M-V/def2-TZVPD",
  "symbols": ["Yb", "Se", "Se", "Ge", "O", "N", "N", "C", "C", "C", "C", "C", "C", "C", "C", "C", "C", "C", "C", "C", "C", "C", "C", "C", "C", "C", "C", "C", "C", "C", "C", "C", "C", "C", "C", "C", "C", "H", "H", "H", "H", "H", "H", "H", "H", "H", "H", "H", "H", "H", "H", "H", "H", "H", "H", "H", "H", "H", "H", "H", "H", "H", "H", "H", "H"],
  "xyz": [[-0.8141, -1.5479, 0.8331], [-0.4261, -3.7029, 2.4296], [1.9693, -0.1227, 1.9877], [0.3948, 1.2437, -0.6001], [-3.0080, -2.2953, 0.3835], [1.3551, -2.0832, 0.0571], [-1.6723, -1.2860, 3.0331], [-1.1421, -2.3751, 3.5995], [2.9169, -0.3657, -3.6025], [1.7959, -0.0147, -2.8612], [0.1442, 5.2581, -1.7871], [1.9181, 0.7028, -1.6745], [-3.5173, 0.9551, -2.2775], [-2.5599, -1.2287, -2.4994], [2.8851, -3.6366, -0.9172], [3.6270, -2.1108, 0.7750], [0.1404, 3.8727, -1.7530], [-2.1160, -0.2745, 3.8033], [0.2950, 0.4426, 1.1621], [-3.6174, -0.3628, -2.7130], [3.1935, 1.0838, -1.2557], [-1.5168, -1.4741, 5.7686], [-1.4152, -0.7644, -1.8502], [0.5241, 5.3033, 0.5848], [0.5111, 3.9149, 0.6126], [4.1787, 0.0019, -3.1624], [-1.0294, -2.4982, 4.9890], [-1.2688, 0.5668, -1.4450], [-2.0742, -0.3370, 5.1739], [0.3172, 3.1818, -0.5519], [0.3380, 5.9740, -0.6124], [3.8978, -3.1424, -0.0937], [2.3351, -1.5850, 0.8207], [-2.3628, 1.4112, -1.6611], [4.3155, 0.7335, -1.9900], [-4.2027, -2.0806, 1.1758], [1.6357, -3.0798, -0.8028], [0.0083, 3.3264, -2.6817], [-2.3045, 2.4522, -1.3659], [0.3494, 7.0557, -0.6351], [-3.9513, -2.2990, 2.2092], [3.3239, 1.6678, -0.3520], [-1.4571, -1.5402, 6.8471], [0.8175, -0.3008, -3.2308], [4.4049, -1.6907, 1.3977], [4.8944, -3.5592, -0.1469], [-2.6066, -2.2537, -2.8499], [-0.5841, -1.4708, -1.7510], [-4.5084, -0.6990, -3.2261], [-2.4489, 0.4803, 5.7715], [-4.5261, -1.0466, 1.0648], [0.6603, 3.4076, 1.5603], [0.8113, -3.4418, -1.4094], [2.8061, -0.9161, -4.5276], [3.0630, -4.4337, -1.6232], [-2.5043, 0.5887, 3.2771], [0.0044, 5.7767, -2.7260], [-4.3412, 1.6367, -2.4416], [-0.1001, 1.2058, 1.8393], [5.2988, 1.0380, -1.6552], [-4.9872, -2.7530, 0.8384], [0.6825, 5.8651, 1.4958], [5.0541, -0.2665, -3.7393], [-0.5683, -3.3719, 5.4230], [-3.2360, -2.7360, -0.4412]],
  "multiplicity": 2,
  "e_tot_ha": -9383.06821,
  "charge": 1
}